Entry from the OMol25 dataset: a molecular structure, C65H152N9O16Pb (wB97M-V/def2-TZVPD).

Cartesian coordinates (Å):
Pb: 1.194 3.957 2.650
O: 6.246 -5.204 1.423
O: -4.550 1.880 -0.161
O: 4.458 0.239 -0.581
O: -1.847 1.521 -4.755
O: -2.639 -0.513 5.380
O: -1.359 -3.019 -3.118
O: 3.940 -2.296 -3.896
O: -5.786 -5.640 0.971
O: 0.230 2.401 1.541
O: 2.130 5.185 0.371
O: 7.245 2.919 -3.032
O: 2.300 -2.896 2.605
O: 3.835 1.541 -5.462
O: -1.008 3.354 4.464
O: -0.524 7.630 0.488
O: 2.678 1.266 3.626
N: -1.009 4.955 2.080
N: 3.981 3.497 1.772
N: 2.182 -4.253 2.750
N: -2.538 0.572 2.573
N: 4.746 3.843 -4.046
N: 4.867 -2.705 1.308
N: -2.738 2.555 -4.993
N: 1.364 -1.541 -2.816
N: -6.470 -4.368 0.869
C: -1.377 6.350 2.354
C: -5.155 4.008 -4.269
C: -5.556 -3.771 3.229
C: 4.197 3.996 0.385
C: 0.445 -3.797 4.568
C: -5.789 -3.526 -0.175
C: 3.972 0.816 -1.795
C: -2.272 3.575 3.919
C: -2.977 0.903 1.244
C: 0.888 -6.261 1.831
C: -2.118 4.048 2.498
C: 5.682 -3.093 2.445
C: -3.108 -0.706 3.062
C: 1.606 -2.775 -3.546
C: -2.495 -1.196 6.593
C: 0.464 8.522 0.047
C: -1.271 4.003 -3.585
C: 0.829 1.573 0.530
C: -4.050 2.030 -5.460
C: 4.049 1.578 3.381
C: 5.339 -2.655 -3.905
C: 4.182 -1.129 -0.329
C: -7.743 -4.941 2.817
C: -4.371 -3.284 0.232
C: -2.280 -1.249 4.239
C: 1.502 -6.054 4.166
C: -7.428 -2.503 2.172
C: 4.375 2.077 1.983
C: -1.068 -1.711 -2.489
C: -4.972 3.245 -5.533
C: 3.513 5.354 0.222
C: -4.652 0.935 -4.590
C: -2.829 2.525 -2.463
C: -0.549 7.489 1.892
C: -5.919 1.875 -0.535
C: 2.144 -4.602 0.377
C: -4.380 1.307 1.115
C: -3.597 1.495 -6.861
C: 6.250 -6.628 1.518
C: -2.237 -2.956 -4.196
C: 0.625 0.112 0.831
C: 1.318 -4.708 1.647
C: -2.698 3.352 -3.773
C: 4.037 3.885 -5.308
C: -6.709 -1.553 1.161
C: 5.017 -1.362 0.925
C: -1.181 2.565 5.607
C: 3.145 2.746 -5.528
C: 5.853 -4.654 2.645
C: 6.918 4.344 -2.997
C: 5.978 4.696 -4.126
C: -5.862 -4.372 -1.442
C: 0.441 -6.531 3.210
C: 3.039 -3.262 -3.442
C: -6.711 -3.950 2.235
C: -6.566 -2.261 -0.157
C: 2.603 0.084 4.420
C: 0.075 -0.962 -3.047
C: 0.043 -3.867 1.467
C: 1.738 -4.533 4.079
C: -3.746 4.546 -3.844
C: 2.929 -4.075 4.989
C: 3.090 0.326 -5.469
C: 7.816 2.453 -1.795
C: 1.427 4.954 -0.824
H: 3.174 -3.440 -2.369
H: -5.936 4.835 -4.406
H: 3.129 -2.816 2.092
H: 4.226 1.873 -1.912
H: 5.386 1.819 1.623
H: -2.780 2.606 3.873
H: 5.909 -1.729 -3.700
H: 3.893 6.101 0.941
H: 3.109 -1.347 -0.122
H: -0.913 4.528 -4.477
H: 4.886 -5.109 2.916
H: 6.212 -6.934 0.500
H: -4.961 -4.695 3.276
H: 3.628 -0.530 -5.006
H: -3.813 2.357 -2.059
H: -6.138 -1.575 -0.911
H: 1.426 8.224 0.325
H: -0.474 3.290 -3.231
H: 0.148 -7.537 3.329
H: -6.053 -3.577 4.159
H: 2.409 -6.644 4.016
H: 4.445 2.288 4.110
H: -3.033 -2.249 -3.986
H: -1.554 -1.826 6.565
H: 3.744 3.295 -0.314
H: -4.623 3.992 -6.258
H: 4.375 0.173 -2.619
H: -7.284 -0.650 1.095
H: -1.646 3.216 6.378
H: 0.000 -0.746 -4.122
H: -2.665 -2.264 4.332
H: 4.477 4.118 2.437
H: 5.342 -2.703 3.392
H: 2.140 -0.903 -3.066
H: 2.998 0.328 5.389
H: -0.470 -5.956 3.474
H: -1.754 -2.693 -5.108
H: -3.410 5.201 -4.655
H: 2.790 -4.487 5.967
H: -0.630 -3.935 2.330
H: -3.796 5.145 -2.910
H: -5.873 2.792 -5.895
H: 3.734 1.531 1.361
H: -1.409 4.787 -2.869
H: 5.792 5.737 -3.907
H: -1.249 6.485 3.464
H: -3.895 0.251 -4.077
H: 0.858 4.051 -0.620
H: -5.115 0.479 1.268
H: 5.166 -3.364 0.596
H: -6.500 1.546 0.373
H: 0.470 7.448 2.365
H: -6.263 2.871 -0.789
H: -4.430 1.181 -7.475
H: 2.156 4.823 -1.617
H: -0.512 -4.042 0.537
H: 4.652 0.691 3.566
H: -8.425 -2.593 1.772
H: 5.258 4.000 0.058
H: -3.319 -1.913 6.768
H: 8.611 3.033 -1.451
H: -6.496 -6.313 0.875
H: -5.396 0.360 -5.132
H: -2.541 -0.521 7.438
H: 2.709 0.148 -6.480
H: -1.926 3.163 1.968
H: 0.877 -0.483 -0.106
H: 3.534 4.820 -5.363
H: -8.340 -5.502 2.077
H: 0.823 5.808 -1.150
H: -8.420 -4.296 3.371
H: 1.408 -2.679 -4.631
H: -4.398 -2.675 1.132
H: -3.096 4.558 2.237
H: 6.663 -2.765 2.330
H: -2.935 0.648 -6.565
H: 7.140 -6.930 1.971
H: 4.791 4.035 -6.090
H: -2.442 6.521 2.235
H: 2.161 0.424 -4.846
H: 0.115 0.028 -2.600
H: -5.674 -1.254 1.482
H: -0.538 -4.049 4.177
H: -1.201 1.663 -5.441
H: -2.788 0.035 0.609
H: 1.853 1.784 0.367
H: 1.524 -0.217 4.515
H: -3.825 -2.727 -0.528
H: 5.527 -3.296 -3.005
H: -4.986 -2.857 2.982
H: 5.168 2.943 -3.920
H: -0.741 -1.934 -1.431
H: 8.225 1.487 -1.875
H: -0.401 -0.083 1.089
H: -2.419 1.706 0.770
H: 7.005 2.382 -0.995
H: 6.528 4.540 -5.036
H: -7.472 -2.089 3.203
H: 5.676 -3.190 -4.801
H: 0.188 -6.484 0.939
H: 0.281 8.607 -1.027
H: -2.992 -1.424 2.221
H: -2.532 3.193 -1.634
H: 6.060 -1.178 0.772
H: 3.128 -5.167 0.375
H: -1.779 1.714 5.450
H: 1.441 -5.017 -0.327
H: -0.998 8.406 2.396
H: -6.185 -3.767 -2.308
H: -5.505 3.356 -3.464
H: 3.166 -4.069 -4.139
H: 3.088 -0.780 3.973
H: 6.553 4.562 -1.938
H: 0.254 -4.033 5.634
H: 0.259 -2.826 1.365
H: -7.300 -5.700 3.507
H: -3.056 2.266 -7.425
H: 3.883 -4.436 4.690
H: -4.944 -4.952 -1.600
H: -0.181 2.374 6.032
H: -5.029 1.447 -3.698
H: -2.095 1.683 -2.458
H: 4.518 -1.797 -1.087
H: -4.673 2.114 1.833
H: 1.868 -6.795 1.605
H: -6.745 -5.066 -1.330
H: 2.328 -3.602 0.005
H: 0.262 1.782 -0.369
H: -3.705 -4.155 0.326
H: 2.406 2.837 -4.678
H: -1.036 4.915 1.071
H: 3.680 5.745 -0.743
H: 1.153 -6.215 5.213
H: -7.588 -2.482 -0.595
H: 0.533 -2.738 4.585
H: 7.847 4.854 -3.019
H: -4.160 -0.579 3.361
H: 2.694 2.836 -6.499
H: 6.566 -4.887 3.440
H: 1.342 -0.265 1.534
H: 5.491 -6.937 2.262
H: -1.548 0.730 2.595
H: 0.336 9.493 0.560
H: -1.183 -1.260 3.993
H: 3.026 -2.962 5.065
H: 1.026 -3.639 -3.218
H: -2.730 -3.959 -4.306
H: -6.186 1.161 -1.293
H: -1.926 -1.098 -2.451
H: 4.578 -0.742 1.804
H: 2.919 0.962 -1.761
H: -2.905 4.218 4.648

## Properties
Frontier orbital gap, eV: 7.936
Total charge: +1
Lowest unoccupied orbital energy, eV: -1.8